No. 1
Formula: C3H4N2O
Source: the Open Molecules 2025 dataset
Level of theory: wB97M-V/def2-TZVPD

Results
* HOMO energy: -8.7 eV
* energy relative to the best compared isomer or geometry (same formula, charge and spin): 1.419 eV
* SMILES: Oc1cn[nH]c1
* maximum force: 0.4 eV/A
* molecular weight: 84.08 g mol⁻¹

Last column: natural (NBO) charge in e.
Cartesian coordinates (Å):
O: -1.423 -0.042 -1.501  -0.66
C: -0.411 -0.094 -0.596  0.19
C: 0.356 -1.233 -0.250  -0.11
N: 1.129 -0.981 0.795  -0.24
N: 0.932 0.312 1.074  -0.33
C: 0.012 0.896 0.254  -0.16
H: -1.922 0.765 -1.318  0.48
H: 0.379 -2.204 -0.727  0.22
H: 1.151 0.635 2.002  0.40
H: -0.215 1.952 0.288  0.22

---

No. 2
Formula: C3H4N2O
Source: the Open Molecules 2025 dataset
Level of theory: wB97M-V/def2-TZVPD

Results
* HOMO energy: -9.0 eV
* energy relative to the best compared isomer or geometry (same formula, charge and spin): 4.725 eV
* SMILES: C=N/N=C\C=O
* maximum force: 6.0 eV/A
* molecular weight: 84.08 g mol⁻¹

Last column: natural (NBO) charge in e.
Cartesian coordinates (Å):
C: 2.513 -0.958 -0.097  0.01
N: 1.419 -0.430 -0.365  -0.30
N: 0.479 -0.471 0.685  -0.25
C: -0.753 -0.097 0.665  -0.02
C: -1.437 0.696 -0.390  0.38
O: -2.469 1.237 -0.426  -0.47
H: 2.976 -1.465 0.660  0.18
H: 3.224 -1.077 -1.037  0.17
H: -1.006 0.167 1.817  0.21
H: -0.677 0.941 -1.342  0.10

---

No. 3
Formula: C3H4N2O
Source: the Open Molecules 2025 dataset
Level of theory: wB97M-V/def2-TZVPD

Results
* HOMO energy: -9.2 eV
* energy relative to the best compared isomer or geometry (same formula, charge and spin): 3.071 eV
* maximum force: 0.6 eV/A
* molecular weight: 84.08 g mol⁻¹

Last column: natural (NBO) charge in e.
Cartesian coordinates (Å):
N: 1.862 0.007 -0.487  -0.81
C: 0.562 0.035 -0.110  0.65
N: -0.264 1.002 -0.084  -0.51
C: -1.486 0.340 0.297  -0.40
C: -1.229 -1.056 0.700  0.24
O: 0.043 -1.206 0.270  -0.49
H: 2.330 0.899 -0.501  0.41
H: 2.409 -0.794 -0.213  0.41
H: -2.272 0.965 0.718  0.25
H: -1.956 -0.192 -0.588  0.26

---

No. 4
Formula: C3H4N2O
Source: the Open Molecules 2025 dataset
Level of theory: wB97M-V/def2-TZVPD

Results
* HOMO energy (spin up / spin down): -8.4 / -8.4 eV
* energy relative to the best compared isomer or geometry (same formula, charge and spin): 3.998 eV
* SMILES: Oc1ccn[nH]1
* maximum force: 2.8 eV/A
* molecular weight: 84.08 g mol⁻¹

Last column: natural (NBO) charge in e.
Cartesian coordinates (Å):
O: -1.591 0.731 -0.167  -0.70
C: -0.746 -0.306 0.393  0.22
C: 0.364 0.470 0.725  -0.21
C: 1.345 0.145 -0.186  -0.11
N: 0.986 -0.931 -0.905  -0.19
N: -0.269 -1.189 -0.571  -0.33
H: -2.004 1.205 0.554  0.47
H: 0.284 1.295 1.418  0.21
H: 2.261 0.671 -0.402  0.21
H: -0.630 -2.091 -0.860  0.41

---

No. 5
Formula: C3H4N2O
Source: the Open Molecules 2025 dataset
Level of theory: wB97M-V/def2-TZVPD

Results
* HOMO energy: -8.9 eV
* energy relative to the best compared isomer or geometry (same formula, charge and spin): 3.339 eV
* maximum force: 0.5 eV/A
* molecular weight: 84.08 g mol⁻¹

Last column: natural (NBO) charge in e.
Cartesian coordinates (Å):
N: 0.109 1.264 1.044  -0.70
C: -0.082 0.887 -0.187  0.10
C: -1.130 -0.072 -0.477  0.01
N: -0.629 -1.239 -0.669  -0.43
C: 0.787 -1.221 -0.716  0.48
O: 1.529 -1.600 0.159  -0.57
H: 1.017 1.623 1.306  0.40
H: -0.535 1.123 1.817  0.37
H: -2.206 0.105 -0.571  0.20
H: 1.140 -0.871 -1.706  0.13

---

No. 6
Formula: C3H4N2O
Source: the Open Molecules 2025 dataset
Level of theory: wB97M-V/def2-TZVPD

Results
* HOMO energy: -10.3 eV
* energy relative to the best compared isomer or geometry (same formula, charge and spin): 4.405 eV
* SMILES: OC1C=NN=C1
* maximum force: 5.9 eV/A
* molecular weight: 84.08 g mol⁻¹

Last column: natural (NBO) charge in e.
Cartesian coordinates (Å):
O: -2.106 -0.099 -0.274  -0.67
C: -0.810 -0.179 0.210  -0.02
C: 0.117 1.085 0.099  0.01
N: 1.430 0.882 -0.131  -0.24
N: 1.626 -0.617 -0.071  -0.24
C: 0.437 -1.128 0.018  0.06
H: -2.628 0.621 0.287  0.49
H: -0.618 -0.314 1.316  0.22
H: -0.048 2.072 0.075  0.20
H: 0.289 -2.107 -0.032  0.19

---

No. 7
Formula: C3H4N2O
Source: the Open Molecules 2025 dataset
Level of theory: wB97M-V/def2-TZVPD

Results
* HOMO energy: -8.9 eV
* energy relative to the best compared isomer or geometry (same formula, charge and spin): 6.460 eV
* SMILES: C#[N+][O-].C#CN
* maximum force: 0.7 eV/A
* molecular weight: 84.08 g mol⁻¹

Last column: natural (NBO) charge in e.
Cartesian coordinates (Å):
C: -0.661 1.338 0.142  -0.02
N: -1.752 0.865 0.289  0.14
O: -2.348 -0.190 0.318  -0.35
H: -0.186 2.301 0.092  0.23
C: -0.443 -1.421 -0.088  -0.26
C: 0.438 -0.565 -0.159  0.07
N: 1.704 -0.083 -0.390  -0.83
H: -1.103 -2.256 -0.047  0.25
H: 1.926 0.786 0.075  0.38
H: 2.426 -0.774 -0.231  0.39

---

No. 8
Formula: C3H4N2O
Source: the Open Molecules 2025 dataset
Level of theory: wB97M-V/def2-TZVPD

Results
* HOMO energy: -9.9 eV
* energy relative to the best compared isomer or geometry (same formula, charge and spin): 3.516 eV
* maximum force: 0.4 eV/A
* molecular weight: 84.08 g mol⁻¹

Last column: natural (NBO) charge in e.
Cartesian coordinates (Å):
O: 1.826 -0.792 -0.499  -0.66
C: 0.655 -0.191 -0.177  0.25
C: -0.568 -0.801 0.163  -0.34
C: -1.278 0.226 0.752  -0.03
N: -0.588 1.388 0.773  -0.26
N: 0.613 1.177 0.256  -0.26
H: 2.540 -0.287 -0.084  0.50
H: -0.847 -1.831 0.000  0.24
H: -2.284 0.198 1.154  0.21
H: 0.408 0.750 -0.986  0.35

---

Which value of maximum force does entry 2 give?
6.0 eV/A